A single C8H21BN3O4P molecule. Source: the OMol25 dataset; level of theory: ωB97M-V with the def2-TZVPD basis set.

Each line ends with the natural charge from an NBO analysis.
Atoms and positions in Å:
C  -1.984  -0.170  0.224  0.7188
H  3.646  -1.009  1.317  -0.0819
H  -3.793  -0.898  2.312  0.1799
H  1.086  3.313  2.047  0.1957
H  -0.070  2.637  -3.085  0.3859
C  -2.790  -0.479  2.446  -0.4153
C  1.904  -0.129  -0.356  -0.2297
C  2.489  1.241  -0.067  -0.0898
H  -1.364  0.216  -4.201  0.5028
H  1.510  -0.992  1.927  -0.0552
N  -1.892  -0.918  1.377  -0.4350
H  -0.905  -2.668  0.751  0.2296
O  -0.443  0.271  -3.945  -0.9340
B  -0.231  0.659  -2.620  1.0462
C  -0.183  -0.471  -1.509  -0.2252
O  1.930  1.725  1.135  -0.5487
C  1.573  3.087  1.101  -0.2376
H  0.876  3.289  0.283  0.1693
O  0.489  -0.136  -0.290  -0.5561
H  -2.367  -0.345  -1.790  0.2247
N  2.187  -2.885  0.420  -1.3324
H  -2.683  -2.797  0.739  0.1797
P  2.360  -1.402  0.888  1.3423
H  3.045  -3.419  0.450  0.3799
H  2.452  3.733  0.993  0.1618
H  -0.574  2.407  -1.513  0.4184
H  -1.802  -2.788  2.266  0.2096
H  -2.838  0.604  2.449  0.2394
H  2.293  1.914  -0.905  0.2013
H  3.574  1.143  0.069  0.1731
H  2.247  -0.489  -1.334  0.2127
H  -1.811  -1.887  -1.170  0.2243
O  -2.282  1.013  0.233  -0.6394
H  0.260  -1.388  -1.915  0.2104
C  -1.650  -0.815  -1.114  -0.5030
H  -2.401  -0.820  3.405  0.1973
C  -1.820  -2.370  1.261  -0.4228
N  -0.035  2.023  -2.279  -1.0968

- spin multiplicity = 1
- HOMO level (eV) = -8.43